C19H18FN3O4S | ωB97M-V/def2-TZVPD

Element x y z (Å)
O 0.625 1.952 -0.960
C -0.238 1.962 -0.102
C 0.126 1.524 1.329
N 1.309 0.716 1.202
C 2.504 1.316 0.880
O 2.820 2.435 1.202
C 3.362 0.350 0.145
C 4.675 0.580 -0.239
C 5.336 -0.402 -0.962
C 4.700 -1.588 -1.297
C 3.383 -1.820 -0.915
C 2.737 -0.836 -0.203
S 1.089 -0.811 0.467
O 0.049 -0.751 -0.512
O 0.937 -1.787 1.500
N -1.499 2.360 -0.347
C -2.607 2.387 0.580
C -3.740 1.495 0.011
N -3.228 0.487 -0.879
C -2.863 -0.781 -0.454
C -2.705 -1.794 -1.408
C -2.349 -3.079 -1.060
C -2.153 -3.422 0.267
C -2.323 -2.454 1.237
C -2.669 -1.171 0.873
F -2.785 -0.265 1.895
C -2.587 1.043 -2.059
C -1.946 2.406 -1.724
H -0.639 0.903 1.790
H 0.351 2.395 1.951
H 5.152 1.510 0.028
H 6.358 -0.241 -1.271
H 5.229 -2.340 -1.863
H 2.874 -2.736 -1.168
H -2.299 2.044 1.563
H -2.960 3.422 0.676
H -4.437 2.110 -0.571
H -4.305 1.032 0.818
H -2.870 -1.554 -2.447
H -2.228 -3.822 -1.834
H -1.865 -4.423 0.545
H -2.163 -2.669 2.282
H -3.317 1.164 -2.870
H -1.799 0.359 -2.376
H -1.084 2.587 -2.365
H -2.658 3.228 -1.832

Results
HOMO	-7.76	eV
energy relative to the best compared isomer or geometry (same formula, charge and spin)	19.8	kJ/mol
gap between HOMO and LUMO	7.9	eV
LUMO level	0.115	eV